1.
# C4H11NO2

2 unconnected molecules or ions with the total composition C4H11NO2 at a distorted geometry (ωB97M-V with the def2-TZVPD basis set, OMol25).

Properties
SMILES: CCCC(N)=O.O
HOMO (eV): -9.78
LUMO level (eV): 0.65
Total charge: 0
Frontier orbital gap (eV): 10.43
Energy above the lowest of the compared OMol25 structures with the same formula, charge and spin (kcal per mole): 40.96

Each line ends with the Mulliken charge.
Atoms and positions in Å:
C: -1.86 -2.41 0.33  -1.16
C: -0.48 -1.74 0.02  -0.57
C: -0.67 -0.41 -0.65  -0.41
C: 0.24 0.73 -0.40  0.41
N: 1.29 0.54 0.49  -0.50
O: -0.02 1.87 -0.70  -0.56
H: -2.35 -2.59 -0.70  0.25
H: -1.77 -3.45 0.70  0.36
H: -2.38 -1.78 1.08  0.36
H: -0.11 -2.46 -0.75  0.21
H: 0.14 -1.90 0.77  0.60
H: -1.67 0.01 -0.32  0.25
H: -0.92 -0.59 -1.78  0.31
H: 0.84 0.24 1.37  0.23
H: 1.96 1.27 0.60  0.22
O: 2.46 4.51 -0.20  -0.64
H: 3.36 4.41 0.22  0.32
H: 1.94 3.76 -0.07  0.33

2.
# C4H11NO2S

2 unconnected molecules or ions with the total composition C4H11NO2S at a distorted geometry (ωB97M-V with the def2-TZVPD basis set, OMol25).

Properties
SMILES: NC(=O)CCCS.O
HOMO (eV): -8.98
LUMO level (eV): 0.57
Total charge: 0
Frontier orbital gap (eV): 9.55
Energy above the lowest of the compared OMol25 structures with the same formula, charge and spin (kcal per mole): 16.52

Each line ends with the Mulliken charge.
Atoms and positions in Å:
N: 1.39 -1.86 -0.04  -0.33
C: 0.49 -1.08 -0.71  0.58
O: -0.65 -1.38 -0.97  -0.57
C: 1.08 0.27 -1.11  -0.88
C: 1.31 1.32 -0.05  -0.56
C: 0.13 1.49 0.90  -0.55
S: -1.11 2.68 0.30  -0.26
H: 1.09 -2.71 0.39  0.13
H: 2.25 -1.50 0.28  0.21
H: 2.04 -0.08 -1.56  0.39
H: 0.74 0.65 -2.07  0.42
H: 2.21 1.21 0.56  0.29
H: 1.37 2.26 -0.61  0.35
H: -0.35 0.53 1.10  0.30
H: 0.41 1.89 1.87  0.35
H: -2.26 2.04 0.45  0.13
O: -1.25 -3.53 0.92  -0.62
H: -1.07 -3.49 -0.01  0.32
H: -0.55 -3.82 1.47  0.28